Here is a molecular structure, C63H84N5OP3S6Sr from the Open Molecules 2025 dataset. Energies are from the ωB97M-V functional and the def2-TZVPD basis.

Results
HOMO level	-5.651	eV
relative energy (zero: lowest compared OMol25 entry of this formula, charge and spin)	0.0	kcal per mole
DFT total energy	-6244.0769	a.u.

CARTESIAN COORDINATES (ANGSTROEM)
H 0.824 -0.306 -5.741
C -1.142 -2.805 -4.574
C -5.084 -1.095 3.735
H -0.050 3.391 -3.396
C 2.716 3.993 -0.189
H 3.403 0.171 -6.723
H 6.537 -2.113 1.527
C 3.292 -0.347 4.704
C 1.553 6.094 -0.558
H 3.817 2.207 0.245
N -3.096 -1.010 -0.967
N 1.797 1.874 -1.008
C 1.443 7.582 -0.373
H -8.424 -0.669 -1.106
C -0.848 4.183 1.830
C 0.113 -0.829 -5.113
H -0.107 0.827 -3.779
C -4.331 -5.236 0.379
H -0.289 -0.142 6.668
C 3.202 -0.519 -3.444
C 2.607 5.370 -0.023
H -1.688 2.201 6.421
C -1.774 -4.180 0.340
C -3.643 2.323 -1.980
C -4.527 -1.143 -1.291
H 0.766 -3.809 -2.401
H -3.111 1.404 4.610
H 2.171 7.946 0.352
H 1.539 -2.106 2.420
C 3.159 1.631 -4.423
C -4.596 3.149 -2.562
Sr 0.119 1.129 0.682
C 0.597 5.395 -1.283
H -0.244 5.935 -1.710
H -1.416 -3.832 -4.784
H -5.416 -1.682 4.583
C -1.151 0.099 6.045
C -1.957 -5.549 0.186
C 1.733 3.295 -0.903
H -3.219 2.595 -1.019
H 5.647 -3.466 1.846
C -4.878 -2.148 -2.376
H -3.389 -7.143 0.083
H -4.924 -0.165 -1.578
C -4.143 -3.872 0.535
H 1.316 -2.289 -3.096
H -7.036 -0.710 0.012
C 3.899 3.281 0.410
C -2.859 -3.325 0.510
H 3.580 -3.402 3.081
C -6.386 -2.223 -2.590
H -5.851 3.487 -4.269
H 4.823 1.158 4.618
C 2.757 -0.011 -2.210
C -3.207 1.177 -2.642
S 0.981 5.435 3.250
H 3.017 1.316 2.844
H 3.365 5.889 0.556
H -3.367 0.010 -4.443
H -4.920 4.040 -2.040
H -4.490 -3.135 -2.111
O -1.588 0.322 3.712
C -4.669 1.709 -4.487
C -2.042 1.506 4.380
S 1.082 2.481 2.969
H -1.902 2.344 3.700
C -3.760 -0.908 1.726
H -6.242 0.629 4.272
H 2.137 -2.139 4.709
C -4.193 -1.647 2.823
H 4.524 -2.367 0.200
H 3.602 -1.394 -5.938
C 5.567 -0.621 3.656
H 3.945 3.481 1.485
H -6.785 -1.242 -2.864
H 0.454 7.861 -0.008
H 6.719 -2.907 2.979
H 5.549 0.147 -1.216
H -5.009 -3.234 0.662
H 6.550 -0.871 -0.203
H 2.474 -0.767 2.135
H -1.321 3.853 -2.251
C 2.773 -1.608 3.996
H -3.839 -2.659 2.973
C -1.333 -0.846 -3.178
N 3.916 0.858 2.703
H -8.534 -1.550 0.425
H -5.042 -1.423 -0.374
H -3.865 1.006 0.743
H -5.335 -5.641 0.388
C 1.582 -3.081 -2.399
H 4.472 -3.306 -2.169
H -0.483 2.311 -2.080
S -1.387 5.850 1.736
H -2.331 -2.701 -2.790
H 6.086 -2.989 -1.529
C -4.216 0.401 1.571
C -0.262 -2.134 -5.409
H 4.832 3.634 -0.039
C -0.182 6.582 2.718
H 3.385 -1.582 -3.532
H -1.717 -1.506 4.666
C -5.112 2.840 -3.812
C 3.862 -0.335 -5.871
H 1.611 8.107 -1.317
S -1.883 3.010 1.028
H 0.804 -2.229 -0.624
C -1.097 -0.602 4.682
H 4.946 -0.254 -5.998
C -3.238 -6.077 0.204
C -1.665 -2.167 -3.456
H 4.513 1.546 2.260
C -0.355 3.359 -2.344
C 4.955 -1.744 2.845
H -5.435 1.974 2.349
C 5.143 -2.517 -1.832
S -7.341 -2.827 -1.165
H 2.418 -3.339 0.964
S -0.096 8.204 3.033
P 2.822 -1.010 -0.708
H 4.461 -1.313 1.976
H 3.333 2.290 -5.269
C 0.278 3.988 2.557
H 4.424 -2.925 4.570
H 6.003 -1.011 4.583
H 5.367 -1.876 -2.683
H 0.147 -2.631 -6.280
C 3.395 0.255 -4.566
C 4.571 -1.700 -0.672
C -5.105 0.951 2.479
H -0.234 1.967 5.424
C 3.959 -2.546 3.652
C 1.789 -2.551 -0.986
H 2.459 0.351 4.822
H -5.059 1.475 -5.469
C 5.513 -0.534 -0.362
H -1.101 -6.199 0.049
H -6.613 -2.900 -3.413
C -0.415 -0.189 -4.002
H 6.355 -0.110 3.092
P -2.034 0.089 -1.765
H -2.051 -0.196 6.589
H -0.777 -3.762 0.320
N 1.952 -1.282 2.838
H 2.514 3.239 -3.195
C -3.719 0.882 -3.906
C -1.225 1.576 5.656
H 5.177 0.050 0.498
H 3.211 -4.097 -0.426
C -7.870 -1.280 -0.395
H 3.633 -0.619 5.707
C 4.431 0.368 3.969
N 6.046 -2.626 2.265
C 2.394 1.373 -2.104
C -5.547 0.200 3.561
P -2.502 -1.529 0.556
C 2.695 2.174 -3.252
C 0.672 4.023 -1.472
H 1.547 -4.499 -0.045
H -4.410 -1.856 -3.320
H -0.078 -0.872 4.398
H 2.473 -3.589 -2.778
C 2.268 -3.678 -0.066